DFT (ωB97M-V/def2-TZVPD) results for a single C3H6N4O3 molecule.

## Properties
Multiplicity: 1
Energy above the lowest of the compared OMol25 structures with the same formula, charge and spin in kcal/mol: 119.1
HOMO-LUMO gap in Ha: 0.3886
Highest occupied orbital energy in eV: -10.06

CARTESIAN COORDINATES (ANGSTROEM)
O: -0.307350 0.667472 0.998638
O: 0.667586 3.421818 1.486451
O: 0.545302 3.747401 -0.662596
N: 1.402209 1.916421 0.122672
N: -1.124003 -0.909092 -0.528174
N: 0.649972 -2.319617 -0.496003
N: 0.761725 3.090427 0.330741
C: -0.922311 -0.585571 0.872337
C: -0.353148 -1.915110 -1.133773
C: 0.888596 0.811617 0.389131
H: -1.700279 -0.192773 -1.073397
H: -1.889615 -0.466976 1.379127
H: -0.365786 -1.434192 1.312554
H: -0.761616 -2.372817 -2.112417
H: 1.366845 -0.286808 0.116452
H: 1.141875 -3.172202 -1.001742

Forces on the atoms, in the same order (eV/Å):
0.671 1.152 0.164
-0.637 0.651 0.348
-0.554 0.020 0.225
1.761 -1.377 -1.390
-1.226 0.848 -0.982
2.411 -3.014 -1.327
0.326 0.879 0.449
-0.741 -1.070 -0.701
-1.724 0.371 -0.885
-0.279 -3.788 0.094
1.210 -1.926 0.886
0.315 -0.010 -0.187
-0.084 0.742 -0.069
0.628 1.071 1.438
-0.657 3.152 0.623
-1.419 2.300 1.314



DFT (ωB97M-V/def2-TZVPD) results for a single C3H6N4S molecule.

## Properties
Multiplicity: 1
Energy above the lowest of the compared OMol25 structures with the same formula, charge and spin in kcal/mol: 91.7
HOMO-LUMO gap in Ha: 0.3009
Highest occupied orbital energy in eV: -7.59

CARTESIAN COORDINATES (ANGSTROEM)
S: 1.576285 -1.371108 -0.057252
N: 0.882471 0.093138 0.148972
N: 1.358683 1.260395 0.124048
N: -0.843531 1.518045 0.080366
N: -1.160677 -0.933747 -0.183008
C: -0.546100 0.138144 -0.070014
C: 0.376442 2.079011 -0.150687
C: -2.611038 -0.860342 0.033288
H: -3.148438 -0.086354 -0.554502
H: 0.469331 3.204472 -0.082555
H: -3.148882 -1.832067 -0.143015
H: -1.834942 1.929194 -0.133408
H: 0.414458 -2.118961 0.521171
H: -2.946523 -0.864252 1.240180

Forces on the atoms, in the same order (eV/Å):
0.347 -3.085 0.763
-5.732 -2.177 -0.129
2.074 4.884 -1.709
-2.921 -1.772 -1.653
-3.372 -1.284 0.413
1.657 1.184 1.548
1.775 3.511 2.229
-1.511 -1.492 2.429
0.305 -0.201 0.531
0.200 -1.664 -0.250
0.954 0.738 -0.710
2.988 -1.153 0.325
1.991 1.553 -0.936
1.247 0.957 -2.850



DFT (ωB97M-V/def2-TZVPD) results for 2 unconnected molecules or ions with the total composition C3H6N4S.

## Properties
Multiplicity: 1
Energy above the lowest of the compared OMol25 structures with the same formula, charge and spin in kcal/mol: 133.4
HOMO-LUMO gap (spin up / spin down) in Ha: 0.3256 / 0.2643
Highest occupied orbital energy (spin up / spin down) in eV: -8.20 / -7.27

CARTESIAN COORDINATES (ANGSTROEM)
S: 3.214962 -0.288947 -0.021642
N: -2.127760 -0.822195 -0.599420
N: 0.855177 0.691641 -0.357358
N: -1.731263 -0.321022 0.640568
N: -1.936212 0.965117 0.709563
C: 1.817677 -1.139481 0.566889
C: 2.045042 0.935727 -0.651497
C: 0.695247 -0.461403 0.359495
H: 1.855943 -2.103366 1.177564
H: 2.339993 1.871928 -1.145624
H: -1.715589 1.466490 1.580173
H: -1.735294 1.369604 -0.207677
H: -1.613379 -0.299938 -1.375181
H: -1.964538 -1.864153 -0.675850

Forces on the atoms, in the same order (eV/Å):
-1.137 0.843 -0.720
1.093 0.379 -0.593
-2.571 -0.307 0.458
0.667 -2.317 0.516
0.037 0.414 -1.203
0.581 -2.290 1.845
3.121 0.429 -0.082
-1.842 0.677 -0.397
0.351 1.563 -1.112
0.237 -0.673 0.111
0.179 -0.760 -0.896
-0.023 1.113 0.612
-0.808 -1.021 1.002
0.114 1.949 0.459



DFT (ωB97M-V/def2-TZVPD) results for a single C3H6N4S molecule.

## Properties
Multiplicity: 1
Energy above the lowest of the compared OMol25 structures with the same formula, charge and spin in kcal/mol: 46.4
HOMO-LUMO gap in Ha: 0.3333
Highest occupied orbital energy in eV: -8.52

CARTESIAN COORDINATES (ANGSTROEM)
S: 2.647842 1.176092 -1.019384
N: -2.030983 -0.525313 -0.562258
N: 1.182622 0.546308 -1.597873
N: 0.495089 -0.532268 0.377412
N: -1.048212 0.217952 -1.241215
C: -0.561420 -0.551361 1.382612
C: 0.165355 0.075811 -0.792453
C: -1.814930 -0.870058 0.641039
H: 2.233913 2.389545 -0.556862
H: 0.837386 0.917914 -2.492882
H: -0.638897 0.428475 1.928233
H: -2.622795 -1.444298 1.148919
H: 1.476593 -0.529341 0.652562
H: -0.321563 -1.299459 2.132149

Forces on the atoms, in the same order (eV/Å):
-0.405 0.081 0.011
0.149 0.090 0.019
0.307 0.436 -0.799
0.274 0.020 -0.032
0.460 -0.291 0.328
0.629 0.768 0.309
-0.633 0.235 0.137
-1.014 -0.542 0.281
0.061 -0.270 -0.083
0.204 -0.316 0.747
-0.044 -0.534 -0.427
0.668 0.453 -0.408
-0.561 0.025 -0.097
-0.096 -0.155 0.012



DFT (ωB97M-V/def2-TZVPD) results for a gas-phase ion, C3H6N5O (charge +1).

## Properties
Multiplicity: 1
Energy above the lowest of the compared OMol25 structures with the same formula, charge and spin in kcal/mol: 0.0
Total charge: +1
HOMO-LUMO gap in Ha: 0.3529
Highest occupied orbital energy in eV: -13.98

CARTESIAN COORDINATES (ANGSTROEM)
O: 2.154010 2.624167 -1.450491
N: 0.785050 0.734084 -1.122873
N: -1.250435 -1.342021 1.236127
N: -0.264450 -1.811763 -0.711236
N: 1.065370 2.243371 0.595517
N: -0.106618 0.476514 -0.073663
C: 1.500224 1.924258 -0.732787
C: 0.121881 1.476216 0.937597
C: -0.509128 -0.922597 0.185320
H: -1.821056 -2.167768 1.233068
H: 0.352919 -1.841457 -1.527655
H: -1.367650 -0.651116 2.066215
H: -0.694907 -2.678077 -0.427127
H: 0.598230 0.591571 -2.108086
H: -0.563441 1.344619 1.900073

Forces on the atoms, in the same order (eV/Å):
-0.340 -1.193 0.751
1.370 0.378 1.500
0.739 4.090 1.984
0.198 -1.797 -1.199
-0.342 0.497 0.841
-1.816 -3.377 0.304
-0.744 0.701 -0.811
-0.629 -1.754 0.443
0.236 3.568 0.299
0.006 -0.179 -0.095
-0.361 0.636 0.635
0.008 -2.017 -2.116
0.435 -0.581 -0.722
-0.722 0.095 0.258
1.960 0.933 -2.070



DFT (ωB97M-V/def2-TZVPD) results for a molecular structure, C3H6NNiO4S3.

## Properties
Multiplicity: 3
Total charge: +1
HOMO-LUMO gap (spin up / spin down) in Ha: 0.2555 / 0.2332
Highest occupied orbital energy (spin up / spin down) in eV: -13.50 / -13.52
⟨S²⟩: 2.0074

CARTESIAN COORDINATES (ANGSTROEM)
Ni: -1.240805 -3.641603 2.022090
S: -0.440404 1.786549 0.377965
S: -1.535476 -0.251641 -1.047674
S: -1.545457 -1.308554 0.807953
O: -0.969087 1.389581 1.636876
O: -0.302052 3.187028 0.327564
O: -0.537625 -0.952123 -1.811813
O: -2.821987 -0.438971 -1.574504
N: -1.245980 1.322403 -0.921171
C: 1.756654 -1.185851 -0.146452
C: 1.313853 1.211795 0.234814
C: 1.516574 0.072102 -0.659871
H: 1.513376 0.164815 -1.742960
H: -2.762941 -1.051670 1.319851
H: 2.567736 -1.371334 0.551281
H: 1.124408 -2.028505 -0.397729
H: 1.860873 2.055305 -0.192370
H: 1.748339 1.040673 1.216149

Forces on the atoms, in the same order (eV/Å):
-0.202 0.893 -0.733
-1.164 2.450 0.497
-1.022 1.178 -2.778
0.357 -1.495 1.713
0.061 -1.963 0.485
0.740 1.402 -1.140
1.623 -0.179 0.882
-1.753 -0.079 0.166
0.671 -1.973 1.488
0.261 -0.847 0.419
1.856 -0.382 -0.785
-0.144 0.071 0.230
-0.497 0.249 -0.024
0.094 0.382 -0.303
-0.228 0.259 0.400
0.346 -0.088 -0.649
-0.492 0.318 -0.160
-0.507 -0.197 0.293



The records above yield largest force on an atom values of 4.08; 6.13; 3.15; 1.18; 4.61; 3.19 eV Å⁻¹, respectively.